Entry 1:
The following is a quantum chemistry calculation of a molecular structure, C3H4BF2IN2O5SSeTi, from OMol25.

Geometry (Å):
Ti: -0.016 0.115 -0.357
O: -3.512 -0.659 0.786
S: -2.564 -0.349 -0.219
O: -3.046 -0.146 -1.572
O: -1.377 -1.326 -0.294
O: -1.685 0.891 0.162
F: 0.785 1.637 -0.841
B: 1.216 -0.374 1.484
F: 2.384 -0.989 1.329
Se: -1.002 1.004 4.788
C: 0.021 0.396 3.601
N: 0.767 -0.031 2.770
N: -0.935 0.019 -3.458
C: 0.313 -0.267 -3.180
O: 0.663 -0.737 -2.057
C: 1.392 -0.112 -4.218
I: 1.145 1.568 -5.500
H: -1.694 -0.121 -2.768
H: -1.172 0.466 -4.330
H: 1.418 -1.000 -4.846
H: 2.340 -0.008 -3.703

E_LUMO, eV: -1.0953
F_max, hartree/bohr: 0.0191
HOMO level, eV: -9.27
Gap between HOMO and LUMO, eV: 8.177
Charge: 0

Entry 2:
The following is a quantum chemistry calculation of a molecular structure, C6H10O, from OMol25.

Geometry (Å):
C: 0.551 2.054 0.266
C: 0.921 0.885 -0.619
C: 1.386 -0.418 -0.052
C: 0.067 -0.363 -0.766
C: -1.199 -0.545 -0.017
C: -1.202 -2.217 0.945
O: -1.526 -2.267 -0.305
H: 1.440 2.652 0.495
H: 0.126 1.727 1.220
H: -0.177 2.711 -0.224
H: 1.396 1.183 -1.553
H: 2.199 -0.954 -0.533
H: 1.328 -0.552 1.026
H: 0.027 -0.795 -1.761
H: -2.095 -0.310 -0.597
H: -1.258 0.002 0.932
H: -1.986 -2.793 1.544

E_LUMO, eV: 0.8742
F_max, hartree/bohr: 0.0105
HOMO level, eV: -7.43
Gap between HOMO and LUMO, eV: 8.303
Charge: 0

Entry 3:
The following is a quantum chemistry calculation of 2 unconnected molecules or ions with the total composition C5H13O2 in a non-equilibrium geometry, from OMol25.

Geometry (Å):
C: 0.159 -1.646 -0.759
O: -1.015 -1.431 -1.424
C: 0.943 -0.351 -0.416
C: 0.150 0.629 0.532
C: 0.187 -0.085 1.954
C: 0.776 2.049 0.459
H: 0.900 -2.295 -1.364
H: -0.032 -2.301 0.158
H: 1.970 -0.603 0.085
H: 1.307 0.205 -1.305
H: -0.902 0.650 0.281
H: -0.300 0.488 2.681
H: 1.235 -0.360 2.234
H: -0.342 -1.070 1.852
H: 1.907 1.986 0.611
H: 0.594 2.341 -0.478
H: 0.358 2.680 1.306
H: -3.138 -0.658 -2.641
H: -1.912 -0.326 -1.675
O: -2.847 0.097 -2.089

E_LUMO, eV: 3.8556
F_max, hartree/bohr: 0.1096
HOMO level, eV: -3.29
Gap between HOMO and LUMO, eV: 7.149
Charge: -1

Entry 4:
The following is a quantum chemistry calculation of 4 unconnected molecules or ions with the total composition C3H14N2O3 in a non-equilibrium geometry, from OMol25.

Geometry (Å):
C: -1.122 2.777 -0.423
C: -1.079 2.050 0.902
N: -0.765 -0.443 2.441
C: -1.726 -0.192 1.505
N: -1.852 0.803 0.722
H: -0.515 2.513 -1.292
H: -1.123 3.860 -0.261
H: -2.123 2.572 -0.835
H: -1.605 2.595 1.692
H: -0.031 1.816 1.157
H: -0.906 -1.186 3.099
H: -0.228 0.320 2.831
H: -2.488 -0.968 1.475
H: 4.402 -1.608 -1.975
H: 3.782 -2.468 -3.078
O: 4.180 -2.512 -2.202
H: 3.854 -0.152 1.231
H: 3.842 1.215 0.673
O: 4.424 0.439 0.734
H: -3.732 -3.940 -3.000
H: -2.204 -3.828 -2.971
O: -2.984 -3.664 -2.424

E_LUMO, eV: 0.4173
F_max, hartree/bohr: 0.0424
HOMO level, eV: -9.05
Gap between HOMO and LUMO, eV: 9.465
Charge: 0

Entry 5:
The following is a quantum chemistry calculation of C2H6N2O in the gas phase in a non-equilibrium geometry, from OMol25.

Geometry (Å):
C: 1.579 -0.044 0.145
C: -1.775 0.568 -0.472
H: 1.683 -0.186 1.215
H: 2.410 -0.496 -0.354
H: 1.590 1.052 0.029
H: 0.215 -1.634 -0.276
H: -0.970 -0.301 1.286
H: -1.439 0.721 -1.496
N: 0.336 -0.575 -0.377
N: -0.795 -0.047 0.275
O: -2.834 0.941 0.025

E_LUMO, eV: 0.9096
F_max, hartree/bohr: 0.0455
HOMO level, eV: -9.94
Gap between HOMO and LUMO, eV: 10.854
Charge: 0

Entry 6:
The following is a quantum chemistry calculation of 2 unconnected molecules or ions with the total composition C3H6O3 in a non-equilibrium geometry, from OMol25.

Geometry (Å):
C: -1.289 -0.926 -0.976
C: 1.509 0.728 0.902
C: -2.072 -0.164 -0.278
O: 1.035 1.266 -0.322
O: -0.723 -2.016 -0.368
O: -2.753 0.565 0.347
H: -0.015 -2.350 -0.948
H: -0.800 -0.596 -1.879
H: 0.200 1.725 -0.117
H: 2.600 0.679 0.869
H: 1.199 1.367 1.732
H: 1.107 -0.278 1.038

E_LUMO, eV: 0.2212
F_max, hartree/bohr: 0.0392
HOMO level, eV: -8.42
Gap between HOMO and LUMO, eV: 8.646
Charge: 0

Entry 7:
The following is a quantum chemistry calculation of a molecular structure, C5H8O2, from OMol25.

Geometry (Å):
O: -0.226 -1.071 -1.432
C: -0.539 -0.400 -0.297
C: 1.314 -0.773 0.861
C: 1.615 0.581 0.743
O: 1.466 1.230 -0.340
C: -1.841 -0.460 0.178
C: -0.595 1.033 -0.387
H: 0.583 -0.642 -1.759
H: 1.319 -1.220 1.854
H: 1.514 -1.460 0.045
H: 1.750 1.161 1.677
H: -2.085 -0.036 1.143
H: -2.591 -1.075 -0.314
H: -0.769 1.482 -1.359
H: -0.739 1.653 0.485

E_LUMO, eV: 0.5415
F_max, hartree/bohr: 0.0085
HOMO level, eV: -8.31
Gap between HOMO and LUMO, eV: 8.855
Charge: 0

Entry 8:
The following is a quantum chemistry calculation of C7H13NO4S in the gas phase in a non-equilibrium geometry, from OMol25.

Geometry (Å):
O: 1.374 2.095 -1.320
O: 0.969 2.740 0.961
N: 1.743 0.390 0.600
O: 1.848 -1.886 0.842
O: 0.113 -1.084 -0.353
C: 1.250 -0.773 0.334
C: 3.104 -1.713 1.548
C: -2.250 -0.869 -0.618
C: -0.589 0.006 -2.331
C: -1.462 1.107 1.356
C: -0.889 -0.154 -0.821
C: -0.861 1.188 -0.076
S: 0.857 1.660 -0.033
H: 2.994 -0.941 2.337
H: 3.448 -2.643 2.028
H: 3.856 -1.403 0.840
H: -3.071 -0.180 -0.899
H: -2.343 -1.147 0.419
H: -2.333 -1.800 -1.193
H: -1.215 0.809 -2.714
H: 0.462 0.262 -2.573
H: -0.778 -0.920 -2.881
H: -0.835 0.433 1.982
H: -1.466 2.099 1.836
H: -2.493 0.752 1.355
H: -1.434 1.972 -0.626

E_LUMO, eV: 0.5895
F_max, hartree/bohr: 0.1071
HOMO level, eV: -10.04
Gap between HOMO and LUMO, eV: 10.630
Charge: 0

Entry 9:
The following is a quantum chemistry calculation of a molecular structure, C19H28N2O8S2Ti, from OMol25.

Geometry (Å):
Ti: 0.562 -0.318 -0.202
C: -1.985 -0.543 -2.250
O: -0.802 0.181 -1.882
C: -0.830 1.538 -2.309
C: 0.548 2.106 -2.054
O: 0.992 1.740 -0.733
C: 0.702 2.626 0.352
C: -0.727 2.433 0.833
O: -1.036 1.049 0.682
C: -2.145 0.619 1.480
H: -2.136 -0.457 -3.326
H: -1.817 -1.584 -1.990
H: -2.850 -0.129 -1.724
H: -1.049 1.583 -3.379
H: -1.618 2.075 -1.772
H: 1.273 1.656 -2.730
H: 0.567 3.190 -2.164
H: 1.413 2.351 1.130
H: 0.888 3.660 0.056
H: -0.803 2.726 1.884
H: -1.446 3.024 0.260
H: -1.905 0.717 2.540
H: -3.024 1.219 1.240
H: -2.329 -0.425 1.241
C: -5.859 -5.251 2.402
C: -4.540 -4.806 1.837
C: -3.386 -5.551 2.050
C: -2.170 -5.163 1.505
C: -2.111 -4.012 0.738
C: -3.253 -3.255 0.503
C: -4.455 -3.651 1.057
S: -0.582 -3.523 0.011
O: -0.777 -3.343 -1.399
O: 0.435 -4.423 0.481
N: -0.286 -2.022 0.593
C: 0.118 -1.826 1.912
C: 0.003 -2.665 3.019
C: 0.482 -2.197 4.226
C: 1.067 -0.935 4.320
C: 1.156 -0.178 3.173
N: 0.685 -0.614 2.005
H: -5.721 -5.877 3.282
H: -6.410 -5.835 1.663
H: -6.480 -4.399 2.677
H: -3.436 -6.453 2.647
H: -1.274 -5.749 1.662
H: -3.203 -2.371 -0.121
H: -5.347 -3.064 0.875
H: -0.431 -3.648 2.929
H: 0.409 -2.822 5.107
H: 1.456 -0.562 5.255
H: 1.629 0.797 3.170
C: 3.251 -2.852 -1.146
S: 2.889 -1.145 -1.285
O: 3.961 -0.469 -1.928
O: 2.551 -0.639 0.101
O: 1.544 -1.023 -1.932
H: 4.196 -2.945 -0.616
H: 3.350 -3.232 -2.161
H: 2.445 -3.361 -0.620

E_LUMO (spin up / spin down), eV: -2.8166 / -2.5043
F_max, hartree/bohr: 0.0025
Multiplicity: 2
HOMO level (spin up / spin down), eV: -11.62 / -11.62
Gap between HOMO and LUMO (spin up / spin down), eV: 8.799 / 9.115
Charge: +1

Entry 10:
The following is a quantum chemistry calculation of a molecular structure, C21H34BrO15P in a non-equilibrium geometry, from OMol25.

Geometry (Å):
C: 4.011 0.485 -2.445
C: 3.520 -0.706 -3.044
C: 2.231 -1.452 -2.507
O: 1.757 -2.342 -3.222
O: 1.726 -1.038 -1.267
C: 0.703 -1.950 -0.780
C: -0.734 -1.520 -1.364
C: -1.948 -2.089 -0.503
C: -3.244 -2.481 -1.343
C: -3.598 -1.493 -2.540
C: -3.510 0.046 -2.179
O: -4.248 0.816 -3.208
P: -3.629 2.397 -3.335
O: -4.792 3.378 -3.548
O: -2.909 2.872 -1.862
O: -2.596 2.604 -4.656
Br: -1.310 1.299 -4.762
H: 4.218 0.581 -1.338
H: 4.245 1.380 -3.108
H: 4.111 -1.104 -3.926
H: 0.653 -1.767 0.349
H: 0.940 -3.040 -0.951
H: -0.757 -0.380 -1.238
H: -0.831 -1.728 -2.474
H: -2.206 -1.402 0.367
H: -1.571 -3.062 -0.024
H: -4.114 -2.551 -0.615
H: -3.108 -3.517 -1.811
H: -3.001 -1.731 -3.474
H: -4.695 -1.696 -2.810
H: -3.861 0.312 -1.139
H: -2.425 0.389 -2.276
H: -3.616 2.728 -1.185
C: 1.797 3.057 2.050
C: 2.613 1.821 1.721
C: 3.577 1.425 2.801
O: 4.622 0.793 2.067
C: 4.605 1.326 0.819
O: 5.470 1.169 0.004
O: 3.482 2.062 0.611
H: 2.316 3.970 1.753
H: 0.852 3.038 1.500
H: 1.555 3.109 3.113
H: 1.952 0.989 1.457
H: 3.133 0.728 3.513
H: 3.996 2.274 3.350
C: 9.397 -1.522 3.738
C: 8.005 -1.726 4.308
C: 6.939 -0.940 3.601
O: 5.980 -0.720 4.632
C: 6.654 -0.751 5.812
O: 6.196 -0.408 6.860
O: 7.921 -1.222 5.644
H: 9.895 -0.664 4.196
H: 10.018 -2.396 3.947
H: 9.372 -1.388 2.654
H: 7.759 -2.792 4.333
H: 6.494 -1.500 2.778
H: 7.282 0.029 3.227
C: -9.038 -0.709 -1.608
C: -8.406 0.243 -0.610
C: -8.708 1.690 -0.876
O: -7.557 2.347 -0.352
C: -6.534 1.461 -0.418
O: -5.384 1.743 -0.248
O: -6.980 0.209 -0.702
H: -8.396 -0.860 -2.479
H: -9.183 -1.690 -1.149
H: -10.016 -0.354 -1.940
H: -8.685 -0.038 0.410
H: -9.609 2.023 -0.358
H: -8.799 1.932 -1.939

E_LUMO, eV: -0.8192
F_max, hartree/bohr: 0.1089
HOMO level, eV: -8.84
Gap between HOMO and LUMO, eV: 8.017
Charge: 0

Entry 11:
The following is a quantum chemistry calculation of 6 unconnected molecules or ions with the total composition C9H22N6O14PS in a non-equilibrium geometry, from OMol25.

Geometry (Å):
N: -0.259 -0.354 -2.723
C: -0.313 -1.591 -3.036
C: -0.294 -2.077 -4.508
P: 1.466 -2.503 -5.134
C: 1.764 -4.344 -5.006
S: 1.976 -5.078 -3.361
O: 2.785 -6.314 -3.589
O: 0.705 -5.540 -2.746
C: 2.588 -1.532 -3.940
O: 2.945 -1.937 -2.814
O: 2.920 -0.368 -4.390
H: -0.281 -0.260 -1.692
H: -0.407 -2.328 -2.190
H: -0.588 -1.188 -5.139
H: -1.010 -2.917 -4.725
H: 2.652 -4.643 -5.629
H: 0.880 -4.859 -5.486
H: 2.713 -4.331 -2.470
C: -0.890 1.614 0.890
N: -1.977 0.620 0.690
O: -3.015 0.778 1.312
O: -1.747 -0.285 -0.086
H: -1.223 2.362 1.603
H: -0.024 1.077 1.271
H: -0.679 2.068 -0.074
C: 3.435 3.025 0.129
N: 1.965 2.815 0.106
O: 1.504 2.203 -0.831
O: 1.322 3.277 1.041
H: 3.866 2.564 -0.756
H: 3.612 4.099 0.131
H: 3.818 2.560 1.034
C: -0.789 6.551 2.416
N: 0.567 7.034 2.044
O: 0.801 7.183 0.858
O: 1.343 7.244 2.955
H: -1.369 6.406 1.508
H: -0.669 5.610 2.949
H: -1.245 7.308 3.049
C: 0.260 -1.979 2.721
N: 1.598 -1.436 3.083
O: 2.388 -2.194 3.607
O: 1.804 -0.263 2.824
H: 0.219 -3.025 3.007
H: -0.486 -1.401 3.263
H: 0.140 -1.867 1.645
C: -5.113 -1.127 3.434
N: -4.786 -2.396 4.137
O: -5.594 -2.814 4.945
O: -3.729 -2.924 3.853
H: -6.077 -0.771 3.785
H: -4.329 -0.410 3.667
H: -5.145 -1.340 2.368

E_LUMO, eV: 1.5093
F_max, hartree/bohr: 0.1159
HOMO level, eV: -4.68
Gap between HOMO and LUMO, eV: 6.191
Charge: -1

Entry 12:
The following is a quantum chemistry calculation of a gas-phase ion, C6H10N (charge +1) in a non-equilibrium geometry, from OMol25.

Geometry (Å):
C: -2.945 0.451 -0.064
C: -1.782 0.326 0.241
C: 0.544 1.722 -0.592
C: -0.398 -0.156 0.459
C: -0.463 -1.640 -0.033
C: 2.099 0.076 0.193
N: 0.720 0.531 -0.150
H: -3.977 0.272 -0.226
H: 1.471 2.252 -1.049
H: -0.445 2.181 -0.766
H: -0.435 -0.257 1.570
H: -0.735 -1.643 -1.128
H: -1.378 -1.972 0.498
H: 0.465 -2.156 0.044
H: 2.728 0.950 -0.134
H: 2.340 -0.963 -0.196
H: 2.191 0.027 1.332

E_LUMO, eV: -5.1389
F_max, hartree/bohr: 0.0700
HOMO level, eV: -14.34
Gap between HOMO and LUMO, eV: 9.200
Charge: +1